1.
{"formula": "C4H12NS3", "method": "ωB97M-V with the def2-TZVPD basis set", "elements": ["C", "S", "S", "C", "H", "H", "H", "H", "H", "H", "C", "C", "S", "N", "H", "H", "H", "H", "H", "H"], "positions_angstrom": [[0.769, -1.547, -0.423], [1.409, -0.295, 0.705], [0.540, -0.989, 2.461], [1.866, -0.490, 3.583], [1.230, -2.511, -0.212], [-0.319, -1.525, -0.417], [1.125, -1.232, -1.402], [2.035, 0.583, 3.516], [1.542, -0.741, 4.594], [2.783, -1.023, 3.345], [-2.043, -0.015, -2.297], [-1.633, 1.419, -2.644], [-0.233, 2.005, -1.637], [-2.252, -0.253, -0.864], [-1.218, -0.668, -2.600], [-2.964, -0.280, -2.822], [-2.480, 2.097, -2.497], [-1.394, 1.433, -3.711], [-3.141, 0.151, -0.604], [-1.542, 0.335, -0.411]], "nbo_charge": [-0.762, 0.111, 0.043, -0.745, 0.199, 0.256, 0.242, 0.215, 0.212, 0.210, -0.226, -0.540, -0.712, -0.885, 0.166, 0.158, 0.165, 0.173, 0.334, 0.388], "lumo_ev": 2.964, "multiplicity": 1, "e_homo_ha": -0.0931, "e_tot_ev": -38339.2328, "total_charge": -1, "orbital_gap_ha": 0.202, "molar_mass_g_mol": 170.35}



2.
{"formula": "C4H5NO3", "method": "ωB97M-V with the def2-TZVPD basis set", "elements": ["C", "C", "C", "C", "H", "H", "H", "H", "H", "N", "O", "O", "O"], "positions_angstrom": [[0.870, 1.709, 0.207], [-0.100, 0.721, -0.159], [-1.862, -0.632, -0.026], [1.627, -1.087, -0.031], [0.414, 2.605, -0.042], [1.965, 1.402, 0.223], [-2.431, -0.585, 1.332], [-2.953, -0.601, -1.071], [1.466, -2.052, 0.246], [0.368, -0.526, -0.413], [-1.312, 0.746, -0.240], [-0.673, -1.324, 0.131], [2.620, -0.376, -0.157]], "nbo_charge": [-0.604, 0.463, 0.199, 0.538, 0.203, 0.263, 0.196, 0.213, 0.149, -0.188, -0.492, -0.417, -0.522], "lumo_ev": 0.049, "multiplicity": 1, "e_homo_ha": -0.3012, "e_tot_ev": -11853.7042, "total_charge": 0, "orbital_gap_ha": 0.303, "molar_mass_g_mol": 115.09}



3.
{"formula": "C18H26N2O4S", "method": "ωB97M-V with the def2-TZVPD basis set", "elements": ["C", "C", "C", "C", "S", "O", "O", "N", "C", "C", "C", "C", "C", "C", "C", "C", "O", "C", "C", "O", "N", "C", "C", "C", "C", "H", "H", "H", "H", "H", "H", "H", "H", "H", "H", "H", "H", "H", "H", "H", "H", "H", "H", "H", "H", "H", "H", "H", "H", "H", "H"], "positions_angstrom": [[2.457, 2.645, -0.273], [1.078, 2.123, -0.020], [0.032, 2.363, -0.889], [-1.228, 1.855, -0.625], [-2.531, 2.175, -1.797], [-3.735, 1.514, -1.366], [-2.605, 3.583, -2.066], [-1.896, 1.440, -3.171], [-1.891, -0.003, -3.067], [-1.048, -0.590, -4.197], [-1.593, -0.131, -5.547], [-1.646, 1.394, -5.584], [-2.478, 1.907, -4.413], [-1.468, 1.105, 0.505], [-0.434, 0.856, 1.392], [0.838, 1.355, 1.136], [1.914, 1.195, 1.953], [1.818, 0.316, 3.041], [1.620, -1.138, 2.585], [1.588, -1.450, 1.413], [1.487, -2.032, 3.581], [1.593, -1.782, 5.005], [1.315, -3.144, 5.644], [1.800, -4.128, 4.582], [1.362, -3.453, 3.289], [2.499, 3.180, -1.217], [3.165, 1.819, -0.290], [2.758, 3.315, 0.532], [0.174, 2.946, -1.785], [-1.468, -0.260, -2.094], [-2.918, -0.395, -3.112], [-0.020, -0.244, -4.081], [-1.057, -1.678, -4.127], [-0.962, -0.508, -6.355], [-2.599, -0.533, -5.688], [-0.635, 1.795, -5.504], [-2.085, 1.741, -6.521], [-2.482, 2.997, -4.368], [-3.517, 1.556, -4.510], [-2.462, 0.723, 0.677], [-0.631, 0.256, 2.266], [1.018, 0.615, 3.731], [2.777, 0.401, 3.562], [2.601, -1.430, 5.256], [0.875, -1.023, 5.331], [0.244, -3.269, 5.804], [1.825, -3.260, 6.597], [2.887, -4.211, 4.615], [1.369, -5.119, 4.699], [0.319, -3.689, 3.049], [1.977, -3.703, 2.423]], "nbo_charge": [-0.627, -0.072, -0.160, -0.366, 2.320, -0.951, -0.942, -0.673, -0.235, -0.403, -0.398, -0.401, -0.234, -0.163, -0.313, 0.419, -0.495, -0.164, 0.652, -0.612, -0.434, -0.216, -0.405, -0.409, -0.214, 0.215, 0.228, 0.223, 0.233, 0.221, 0.187, 0.204, 0.214, 0.210, 0.196, 0.203, 0.213, 0.237, 0.177, 0.243, 0.215, 0.192, 0.218, 0.189, 0.202, 0.207, 0.221, 0.205, 0.222, 0.194, 0.229], "smiles": "Cc1cc(S(=O)(=O)N2CCCCC2)ccc1OCC(=O)N1CCCC1", "lumo_ev": 0.475, "multiplicity": 1, "e_homo_ha": -0.3172, "e_tot_ev": -41093.5994, "total_charge": 0, "orbital_gap_ha": 0.335, "molar_mass_g_mol": 366.48}



4.
{"formula": "C4H6O", "method": "ωB97M-V with the def2-TZVPD basis set", "elements": ["C", "C", "C", "O", "C", "H", "H", "H", "H", "H", "H"], "positions_angstrom": [[-1.133, -0.517, -0.219], [0.015, -0.268, 0.716], [1.647, -0.099, -0.366], [0.771, 0.595, -1.246], [-0.319, 0.716, -0.383], [-2.103, -0.357, 0.243], [-1.087, -1.307, -0.965], [-0.047, -0.132, 1.788], [0.964, -0.983, 0.298], [2.026, 0.638, 0.365], [-0.734, 1.712, -0.231]], "nbo_charge": [-0.448, -0.372, -0.074, -0.537, 0.103, 0.236, 0.238, 0.241, 0.282, 0.130, 0.202], "lumo_ev": 1.040, "multiplicity": 1, "e_homo_ha": -0.3017, "e_tot_ev": -6286.6463, "total_charge": 0, "orbital_gap_ha": 0.340, "molar_mass_g_mol": 70.09}



5.
{"formula": "C4H6N2O", "method": "ωB97M-V with the def2-TZVPD basis set", "elements": ["H", "N", "C", "N", "C", "C", "C", "O", "H", "H", "H", "H", "H"], "positions_angstrom": [[3.272, 0.466, 0.311], [2.555, -0.247, -0.164], [1.302, -0.147, 0.059], [0.587, 1.067, 0.390], [-0.797, 1.153, -0.048], [-1.566, 0.027, -0.007], [-0.850, -1.348, 0.176], [0.616, -1.247, 0.013], [0.906, 1.982, -0.268], [-1.213, 2.157, -0.287], [-2.680, 0.007, -0.495], [-1.111, -1.866, 1.125], [-1.021, -2.004, -0.805]], "nbo_charge": [0.369, -0.767, 0.702, -0.650, -0.032, -0.308, -0.107, -0.482, 0.397, 0.218, 0.234, 0.209, 0.216], "smiles": "[H]/N=C1\\NC=CCO1", "lumo_ev": 0.624, "multiplicity": 1, "e_homo_ha": -0.3196, "e_tot_ev": -9269.9813, "total_charge": 0, "orbital_gap_ha": 0.343, "molar_mass_g_mol": 98.11}



6.
{"formula": "C16H18N2O5S", "method": "ωB97M-V with the def2-TZVPD basis set", "elements": ["C", "C", "O", "C", "O", "C", "C", "C", "S", "C", "N", "C", "O", "C", "C", "C", "C", "O", "C", "C", "O", "C", "C", "N", "H", "H", "H", "H", "H", "H", "H", "H", "H", "H", "H", "H", "H", "H", "H", "H", "H", "H"], "positions_angstrom": [[-3.858, -2.307, 1.830], [-2.493, -2.236, 1.170], [-2.568, -1.335, 0.062], [-1.728, -1.523, -0.951], [-0.914, -2.407, -1.004], [-1.952, -0.483, -2.039], [-2.207, 0.848, -1.413], [-3.392, 1.508, -1.341], [-3.228, 2.961, -0.421], [-1.522, 2.543, -0.193], [-0.727, 3.364, 0.548], [0.625, 3.219, 0.853], [1.234, 4.189, 1.244], [1.202, 1.873, 0.679], [0.586, 0.736, 1.173], [1.154, -0.508, 0.957], [2.334, -0.637, 0.240], [2.930, -1.811, -0.069], [2.230, -3.006, 0.197], [3.001, 0.529, -0.208], [4.177, 0.319, -0.857], [4.899, 1.440, -1.305], [2.430, 1.766, 0.023], [-1.172, 1.455, -0.773], [-4.596, -2.691, 1.131], [-4.168, -1.317, 2.152], [-3.812, -2.964, 2.694], [-1.742, -1.854, 1.870], [-2.168, -3.217, 0.808], [-2.806, -0.791, -2.643], [-1.056, -0.450, -2.659], [-4.340, 1.237, -1.757], [-1.106, 4.278, 0.769], [-0.332, 0.814, 1.736], [0.663, -1.387, 1.341], [2.830, -3.799, -0.247], [2.139, -3.186, 1.273], [1.237, -2.998, -0.262], [5.174, 2.100, -0.476], [5.801, 1.042, -1.765], [4.335, 2.011, -2.050], [2.903, 2.673, -0.317]], "nbo_charge": [-0.622, -0.074, -0.514, 0.826, -0.609, -0.527, 0.154, -0.440, 0.342, 0.277, -0.638, 0.698, -0.571, -0.172, -0.161, -0.297, 0.279, -0.479, -0.263, 0.321, -0.494, -0.252, -0.263, -0.495, 0.213, 0.214, 0.218, 0.179, 0.202, 0.242, 0.254, 0.239, 0.418, 0.213, 0.221, 0.198, 0.168, 0.209, 0.177, 0.200, 0.174, 0.231], "smiles": "CCOC(=O)Cc1csc(NC(=O)c2ccc(OC)c(OC)c2)n1", "lumo_ev": 0.514, "multiplicity": 1, "e_homo_ha": -0.2899, "e_tot_ev": -40936.9414, "total_charge": 0, "orbital_gap_ha": 0.309, "molar_mass_g_mol": 350.40}



Energy relative to the best compared isomer or geometry (same formula, charge and spin) (eV)
0.655; 8.297; 1.836; 5.272; 3.521; 2.692